DFT (wB97M-V/def2-TZVPD) results for 2 unconnected molecules or ions with the total composition C4H14NO in a non-equilibrium geometry.

Geometry as XYZ:
```
20
Properties=species:S:1:pos:R:3
O 3.5138 0.2582 -0.2411
N 0.7412 1.0755 -0.3373
C -1.8858 -0.5574 0.1428
C -0.2362 1.1469 0.9383
C -1.3702 -1.4569 -1.1245
C -0.8065 -0.2970 1.1430
H -1.8515 -2.4435 -1.1675
H 0.0916 0.5091 -1.0812
H 0.7807 2.0225 -0.6572
H 1.7089 0.5808 -0.3020
H -1.9889 0.4520 -0.2111
H 3.9005 -0.3748 0.4275
H -1.7058 -0.7697 -1.9274
H 0.0165 -1.0003 1.2032
H -0.2800 -1.6350 -1.2567
H 4.2510 0.3337 -0.8418
H -2.8077 -0.7220 0.6857
H -1.1266 1.7840 0.7047
H -1.3123 -0.2280 2.1205
H 0.3672 1.3218 1.7820
```

Values from the calculation:
Total charge ... +1
Frontier orbital gap ... 0.438 Ha
LUMO ... -3.2 eV
Total energy ... -290.505486 Ha
Relative energy (zero: lowest compared OMol25 entry of this formula, charge and spin) ... 43.8 kcal/mol